1.
Computed, not measured: an isolated molecule of C22H23NO5, with ωB97M-V/def2-TZVPD.

The energy relative to the best compared isomer or geometry (same formula, charge and spin) is 52.6 kcal/mol. The HOMO-LUMO gap is 7.69 eV. Its structure (SMILES) is CCOc1cc(/C=C2/COc3ccccc3C2=O)ccc1OCC(=O)N(C)C.

Structure (XYZ):
```
51
C22H23NO5, DFT ωB97M-V/def2-TZVPD
C -2.15 1.08 0.39
H 5.91 -2.62 3.41
C 3.00 0.07 1.01
H 3.78 -1.58 -0.91
C -0.69 2.15 1.97
H -0.47 2.99 2.61
H -3.05 0.06 -2.68
C 5.45 -2.41 2.45
C 0.41 -1.58 -1.75
C -1.25 -0.01 0.31
H 4.57 1.42 2.85
H -2.53 2.98 1.30
N -4.76 1.29 -2.76
C -4.09 2.10 -0.54
H 0.58 -0.83 1.05
C 3.82 0.72 3.26
O 4.44 -0.54 3.46
C 4.00 -1.02 1.12
C -5.17 1.80 -1.59
H -4.61 2.35 0.39
O 2.53 0.42 -0.06
C 1.44 1.14 2.67
O -1.63 -1.01 -0.53
H -5.68 -0.17 -3.94
C 4.61 -1.30 2.35
C -1.85 2.15 1.22
H -6.74 1.12 -3.32
H 1.35 1.62 3.64
H 0.00 -1.17 -2.67
C 5.10 -2.91 0.13
H 6.34 -4.06 1.45
C -5.75 0.90 -3.74
H 3.52 1.06 4.25
H -3.31 0.96 -4.20
H 1.05 -2.43 -2.00
H -0.32 -2.50 0.08
C -0.10 0.00 1.07
H -1.33 -2.79 -1.35
C -0.72 -2.05 -0.84
H -2.72 1.80 -2.76
H -5.62 1.45 -4.67
H -3.51 2.97 -0.87
C 2.64 0.66 2.32
C 0.21 1.09 1.89
C -3.39 1.01 -3.11
C 4.26 -1.83 0.02
H 5.31 -3.53 -0.73
H 1.01 -0.81 -1.27
O -6.34 2.05 -1.34
O -3.26 0.97 -0.38
C 5.69 -3.21 1.35
```



2.
Computed, not measured: a cluster of 2 separate species, C22H24Br2NO2 in total, with ωB97M-V/def2-TZVPD.

The HOMO-LUMO gap is 4.40 eV. The net charge is +1.

Structure (XYZ):
```
51
C22H24Br2NO2, DFT ωB97M-V/def2-TZVPD
H -3.78 0.10 -5.13
H 3.20 3.32 2.89
H 4.49 1.31 4.41
H 5.37 -2.07 -1.49
H 3.15 -2.76 -0.67
H -1.77 -0.18 -3.77
H 0.55 2.24 2.19
C -4.25 1.41 2.34
C -5.13 -1.58 -2.55
C 2.14 -1.01 -1.38
C -3.00 0.57 2.50
H -4.27 1.89 1.36
C -3.84 -0.40 -4.18
C 4.66 -0.21 -2.26
C 3.25 2.45 2.24
Br -6.57 -0.79 -4.87
H -4.27 2.21 3.08
N 2.94 1.23 2.99
C -4.01 -1.74 -1.77
C 3.27 -1.81 -1.16
C 0.82 -1.47 -1.04
H -2.95 -0.23 1.76
O -1.83 1.34 2.34
H 1.49 0.90 -2.13
C 3.57 0.62 -2.44
H 0.72 -2.25 -0.30
C -1.59 -1.50 -1.40
H 4.84 0.32 2.98
C -0.32 -1.05 -1.69
C 1.68 0.68 3.05
H -4.08 -2.28 -0.84
C -2.71 -0.56 -3.40
C 0.55 1.25 2.60
H -1.70 -2.13 -0.53
O -0.80 -0.56 3.11
C 4.06 0.61 3.69
Br 6.34 0.31 -2.94
H -6.08 -1.98 -2.24
H -0.20 -0.36 -2.51
C -0.73 0.59 2.71
H 3.71 1.57 -2.92
C 4.51 -1.42 -1.61
H -2.95 0.10 3.49
H 1.60 -0.29 3.52
H 2.56 2.58 1.41
H -5.16 0.83 2.45
C -2.76 -1.24 -2.18
C -5.05 -0.93 -3.76
H 4.26 2.40 1.84
C 2.33 0.23 -2.01
H 3.74 -0.28 4.22
```



3.
Computed, not measured: a structure of composition C22H24BrFN2O3, with ωB97M-V/def2-TZVPD.

The energy relative to the best compared isomer or geometry (same formula, charge and spin) is 0.0 kcal/mol. The HOMO-LUMO gap is 7.42 eV.

Structure (XYZ):
```
53
C22H24BrFN2O3, DFT ωB97M-V/def2-TZVPD
C 0.86 -2.94 -2.08
C 2.26 -0.95 0.73
C -1.61 -4.84 -6.14
H -0.82 6.13 6.54
N 0.21 3.63 3.60
H -1.80 1.01 2.16
C 2.06 -0.21 1.61
C -0.83 3.03 2.77
C 0.10 6.32 5.97
C 0.64 5.34 5.24
C 0.19 -4.41 -4.04
H 2.15 3.18 4.64
C 1.44 2.91 3.76
H 1.43 6.25 7.83
H -1.29 -0.88 1.89
C -0.41 4.65 4.45
H 0.75 7.86 7.54
C 0.65 -0.09 2.14
H -1.93 -5.56 -5.55
C 1.19 1.44 4.18
H 1.85 2.87 2.75
H 0.40 1.34 5.01
N 0.09 0.92 3.01
Br -2.01 -0.97 -4.30
C -0.24 -0.73 1.34
H 1.81 0.77 4.10
F 2.89 0.55 2.38
H 2.12 7.20 6.40
H -1.61 3.62 2.76
C -1.25 1.40 3.06
H 1.64 5.46 5.02
C -0.92 -3.33 -4.46
O -1.59 -3.49 -5.45
O -1.63 5.08 4.40
C -0.70 -2.30 -3.70
H 1.06 4.40 6.10
H -2.46 -4.62 -6.89
H -0.15 -0.99 -2.18
H 0.37 -5.23 -4.59
C 1.30 -4.02 -2.99
H -0.54 -5.09 -6.59
O 3.06 -3.14 -1.07
H -0.64 -2.27 -0.08
H 1.61 -4.94 -2.46
H -0.08 7.01 5.23
H -1.66 1.37 4.30
H 3.44 -0.92 0.38
C 1.87 -2.65 -0.93
C -0.10 -1.91 -2.54
C 1.25 -1.67 -0.09
C 1.05 6.92 7.09
C -0.02 -1.64 0.47
H -0.46 3.09 1.70
```



| no. | E_HOMO (eV) | total energy (hartree) |
| --- | --- | --- |
| 1 | -8.0789 | -1283.0601 |
| 2 | -10.2370 | -6205.7023 |
| 3 | -7.7720 | -3861.2472 |